No. 1
DFT (wB97M-V/def2-TZVPD) results for a molecular structure, C26H30MoN4O3STe.

Calculated values
Total energy = -59519.7611 eV
Energy above the lowest of the compared OMol25 structures with the same formula, charge and spin = 22.6 kcal/mol
Kohn-Sham gap (spin up / spin down) = 5.60 / 5.61 eV

ORCA input file:
```
! RIJCOSX wB97M-V def2-TZVPD def2/J DEFGRID3
* xyz 2 1
Mo -0.241 0.030 0.997
O 1.647 -2.596 -2.162
C 0.764 -3.607 -2.075
C 1.031 -4.722 -2.874
C 0.186 -5.808 -2.869
C -0.960 -5.825 -2.068
C -1.234 -4.740 -1.277
C -0.383 -3.615 -1.255
C -0.716 -2.514 -0.375
O 0.127 -1.521 -0.285
N -1.830 -2.501 0.329
N -1.877 -1.360 1.049
C -2.856 -1.168 1.862
C -2.868 0.103 2.556
C -3.905 0.487 3.391
C -3.874 1.753 3.953
C -2.811 2.590 3.654
C -1.803 2.131 2.825
N -1.812 0.907 2.284
H 1.398 -1.842 -1.596
H 1.915 -4.700 -3.495
H 0.415 -6.658 -3.497
H -1.619 -6.681 -2.072
H -2.111 -4.729 -0.646
H -3.638 -1.909 1.974
H -4.725 -0.192 3.577
H -4.674 2.083 4.602
H -2.759 3.595 4.046
H -0.964 2.758 2.563
O 2.233 0.160 -1.479
S 3.610 -0.074 -2.069
C 3.399 -0.322 -3.855
C 4.438 0.560 -4.530
C 4.370 1.895 -3.792
C 4.403 1.556 -2.303
H 2.382 0.022 -4.058
H 3.468 -1.384 -4.075
H 4.235 0.656 -5.596
H 5.434 0.122 -4.429
H 3.438 2.407 -4.038
H 5.191 2.558 -4.062
H 3.850 2.244 -1.665
H 5.421 1.466 -1.923
C 2.321 1.276 5.227
N 2.302 2.097 4.010
C 2.147 3.536 4.258
C 2.341 1.627 2.813
C 2.624 0.225 2.471
C 3.879 -0.228 2.873
C 4.302 -1.501 2.529
C 3.455 -2.301 1.789
C 2.218 -1.830 1.366
C 1.743 -0.545 1.678
H 3.140 1.613 5.858
H 2.444 0.230 4.975
H 1.379 1.434 5.752
H 2.866 3.841 5.014
H 1.140 3.722 4.631
H 2.324 4.088 3.339
H 2.268 2.366 2.020
H 0.418 1.017 2.182
H 4.530 0.418 3.449
H 5.275 -1.858 2.839
H 3.757 -3.303 1.516
H 1.623 -2.504 0.773
Te -0.113 1.738 -0.644
*
```

***

No. 2
DFT (wB97M-V/def2-TZVPD) results for a molecular structure, C26H30N2O4P2SeTi.

Calculated values
Total energy = -145661.1314 eV
Energy above the lowest of the compared OMol25 structures with the same formula, charge and spin = 9.5 kcal/mol
Kohn-Sham gap (spin up / spin down) = 5.03 / 6.25 eV

ORCA input file:
```
! RIJCOSX wB97M-V def2-TZVPD def2/J DEFGRID3
* xyz -1 2
Ti -1.475 0.458 0.154
O -2.237 -1.742 2.894
C -1.207 -1.343 2.354
O -1.051 -1.309 1.074
C -0.050 -0.897 3.207
C -0.076 -1.238 4.555
C 0.931 -0.834 5.409
C 1.974 -0.063 4.915
C 2.002 0.287 3.577
C 0.997 -0.125 2.699
P 1.059 0.350 0.924
C 2.190 1.800 0.808
C 1.619 2.993 0.362
C 2.406 4.120 0.169
C 3.771 4.069 0.414
C 4.350 2.882 0.842
C 3.566 1.755 1.030
C 2.185 -0.960 0.286
C 2.217 -2.242 0.832
C 2.977 -3.246 0.247
C 3.720 -2.987 -0.896
C 3.700 -1.712 -1.446
C 2.939 -0.711 -0.862
H -0.919 -1.812 4.915
H 0.893 -1.105 6.456
H 2.764 0.280 5.571
H 2.804 0.912 3.218
H 0.550 3.030 0.174
H 1.948 5.037 -0.179
H 4.388 4.947 0.265
H 5.418 2.832 1.021
H 4.032 0.825 1.331
H 1.641 -2.461 1.721
H 2.985 -4.236 0.686
H 4.312 -3.769 -1.353
H 4.277 -1.495 -2.336
H 2.937 0.283 -1.293
C -5.726 0.312 -0.921
C -4.252 0.540 -0.823
N -3.471 -0.108 0.008
O -4.127 -0.990 0.856
C -3.542 1.482 -1.652
C -4.113 2.257 -2.796
N -2.286 1.533 -1.290
O -1.300 2.137 -1.889
H -5.982 -0.673 -0.539
H -6.057 0.402 -1.956
H -6.264 1.056 -0.329
H -3.442 -1.278 1.504
H -5.038 2.760 -2.508
H -4.323 1.618 -3.660
H -3.375 3.002 -3.089
Se -1.578 2.032 1.849
C -0.151 -2.672 -1.906
P -0.826 -0.972 -2.063
C 0.243 -0.246 -3.360
C -2.332 -1.323 -3.056
H -0.172 -3.201 -2.860
H -0.747 -3.210 -1.169
H 0.877 -2.623 -1.539
H 0.240 -0.846 -4.273
H 1.262 -0.164 -2.978
H -0.131 0.759 -3.562
H -2.094 -1.932 -3.931
H -2.773 -0.381 -3.381
H -3.057 -1.844 -2.430
*
```

***

No. 3
DFT (wB97M-V/def2-TZVPD) results for C26H30N4O4 in the gas phase.

Calculated values
Total energy = -41600.4457 eV
Energy above the lowest of the compared OMol25 structures with the same formula, charge and spin = 45.8 kcal/mol
Kohn-Sham gap = 9.05 eV
Structure (SMILES) = CCCCCC(=O)N1C[C@]2(CC(c3cccc(NC(=O)c4ccccc4)c3)=NO2)C[C@@H]1C(N)=O

ORCA input file:
```
! RIJCOSX wB97M-V def2-TZVPD def2/J DEFGRID3
* xyz 0 1
C -2.081 2.076 -3.562
H -2.262 1.588 -2.606
C -1.244 3.335 -3.376
C -1.935 4.337 -2.452
C -1.083 5.572 -2.153
H -0.638 5.939 -3.080
C 0.030 5.307 -1.128
C -0.597 5.028 0.220
O -1.220 5.903 0.812
N -0.495 3.786 0.730
C 0.262 2.679 0.181
H -0.086 2.415 -0.820
C 0.065 1.518 1.169
C -0.245 2.235 2.489
C -1.014 3.478 2.063
H -0.837 4.337 2.720
C -2.541 3.227 2.028
O -3.036 2.142 2.249
N -3.241 4.332 1.751
H -4.245 4.278 1.692
H -2.754 5.196 1.526
H -0.833 1.615 3.163
H 0.696 2.500 2.971
C -0.977 0.473 0.746
C -0.141 -0.783 0.773
N 1.080 -0.551 1.062
O 1.296 0.771 1.285
C -0.636 -2.113 0.482
C 0.243 -3.193 0.546
C -0.194 -4.474 0.238
C -1.538 -4.680 -0.076
C -2.414 -3.612 -0.117
C -1.972 -2.328 0.146
H -2.665 -1.502 0.104
H -3.452 -3.783 -0.361
H -1.889 -5.679 -0.290
N 0.662 -5.577 0.268
C 2.009 -5.656 0.040
O 2.607 -6.683 0.284
C 2.664 -4.465 -0.569
C 3.857 -3.995 -0.031
C 4.493 -2.907 -0.600
C 3.955 -2.299 -1.721
C 2.786 -2.787 -2.282
C 2.138 -3.866 -1.710
H 1.230 -4.250 -2.151
H 2.377 -2.325 -3.168
H 4.452 -1.449 -2.165
H 5.410 -2.535 -0.169
H 4.269 -4.485 0.839
H 0.236 -6.464 0.510
H 1.260 -3.004 0.843
H -1.818 0.434 1.438
H -1.366 0.656 -0.258
H 1.332 2.916 0.140
H 0.622 6.219 -1.020
H 0.683 4.505 -1.459
H -1.722 6.360 -1.750
H -2.208 3.848 -1.513
H -2.864 4.659 -2.929
H -1.075 3.804 -4.348
H -0.266 3.061 -2.975
H -3.045 2.321 -4.003
H -1.575 1.369 -4.216
*
```